The following is a quantum chemistry calculation of one molecule with the formula HN3O4, from the Open Molecules 2025 dataset.

Energy in eV: -12667.312
Structure (SMILES): [H]/N=[N+](\[O-])O[N+](=O)[O-]
Relative energy (zero: lowest compared OMol25 entry of this formula, charge and spin) in eV: 3.404
Spin multiplicity: 1
Gap between HOMO and LUMO in Eh: 0.39156
Molecular weight in Da: 107.03
Max |F| in eV/A: 5.948

```
8
HN3O4 wB97M-V/def2-TZVPD
O 1.70891 2.80883 2.07731
O 0.05589 1.51486 -0.32233
N -0.01989 -0.55513 0.55949
H -0.90783 -0.86908 0.03482
O 1.63718 0.68896 1.41982
O 3.26140 1.46641 2.56296
N 0.31136 0.60619 0.38102
N 2.24361 1.81729 2.14740
```